Record 1
Below is a molecular structure, C29H41F5OsP2 at a distorted geometry, with properties calculated with wB97M-V/def2-TZVPD.

Computed properties:
Relative energy (zero: lowest compared OMol25 entry of this formula, charge and spin) (eV): 0.0000
HOMO energy (alpha / beta) (eV): -13.685 / -13.702
Multiplicity: 5
Total charge: +2
E (a.u.): -2401.48610
Gap between HOMO and LUMO (alpha / beta) (hartree): 0.21942 / 0.18318

Geometry as XYZ:
```
78
Properties=species:S:1:pos:R:3:forces:R:3:lowdin_charge:R:1
Os 0.3292 -1.6306 -0.1837 3.3083 6.7508 -1.3644 1.540
C 0.1275 1.7185 -2.7468 0.7976 -1.7506 -0.2762 -0.322
C -1.0376 1.7920 -1.8481 -0.0547 0.2459 -0.1041 -0.170
C 0.5823 3.1896 -1.0023 -0.4027 -0.0821 0.7883 -0.129
C 1.0999 2.6749 -2.1825 0.3884 -0.3499 -0.3907 -0.154
C -0.7438 2.6819 -0.8101 0.3272 0.3296 -0.0562 -0.127
C -0.0758 1.7412 -4.2255 -0.3142 0.5240 -0.8085 -0.065
H -0.9706 1.1792 -4.5234 0.3417 0.1070 0.0078 0.084
H 0.8049 1.3740 -4.7696 -0.3291 0.1315 0.0557 0.102
H -0.2436 2.7858 -4.5393 -0.0079 -0.2850 -0.0309 0.120
C 2.3598 3.0836 -2.8428 0.3629 -0.0410 0.2864 0.018
H 2.1854 3.8031 -3.6588 -0.1479 -0.1992 0.1294 0.126
H 2.8870 2.2224 -3.2721 -0.1562 0.1502 0.0123 0.105
H 3.0301 3.5742 -2.1260 -0.1477 -0.1583 -0.2202 0.099
C 1.2691 4.0931 -0.0459 0.0341 0.3508 -0.0549 0.028
H 2.0270 4.7081 -0.5414 -0.1197 -0.1290 0.1573 0.100
H 1.7723 3.5046 0.7370 -0.0974 0.0632 -0.1662 0.109
H 0.5560 4.7581 0.4544 0.1533 -0.1474 -0.0855 0.102
C -1.6565 3.1440 0.2640 -0.1685 -0.0629 0.0008 -0.023
H -1.8334 4.2302 0.1914 0.1325 -0.3111 -0.0125 0.122
H -1.2276 2.9498 1.2624 -0.1562 0.1405 -0.2904 0.026
H -2.6311 2.6453 0.2019 0.2283 0.1471 0.1103 0.087
C -2.3522 1.1663 -2.1133 -0.2155 -0.3378 0.1247 -0.005
H -2.9642 1.7947 -2.7848 0.2352 -0.1344 0.1494 0.132
H -2.9236 1.0325 -1.1844 0.0879 0.1655 -0.3191 0.083
H -2.2498 0.1792 -2.5849 0.0057 0.2367 -0.0271 0.091
C 0.5904 -3.3753 0.4911 0.1453 -3.6068 0.3357 -0.384
C 0.0057 -3.4178 -0.8776 -0.0617 -2.8392 -0.6856 -0.373
C -1.4596 -3.7799 -1.0485 -0.5650 0.0905 -0.4179 -0.177
C -2.3471 -2.7948 -0.2602 -0.4351 -0.4764 -0.2705 -0.150
C -1.5714 -1.5265 0.1145 -1.9984 -0.0065 0.2076 -0.384
C -1.3967 -1.3374 1.6055 -1.5519 0.6614 2.3051 -0.374
C -0.9866 -2.6234 2.4135 -0.4296 -0.2396 0.3353 -0.128
C -0.2357 -3.7752 1.6864 0.2672 -0.1460 1.2319 -0.164
H -1.6585 -4.8190 -0.7348 0.2014 0.3039 -0.2043 0.131
H -2.7536 -3.2923 0.6337 0.1136 0.3561 -0.2332 0.125
H -1.7246 -3.7157 -2.1192 0.1644 -0.1485 0.4079 0.108
H -0.9276 -4.5908 1.4361 0.1262 0.2942 -0.2115 0.123
H 1.6295 -3.6984 0.5343 0.0627 0.0460 -0.0408 0.133
H 0.6546 -3.8372 -1.6501 0.0327 0.1128 0.1498 0.115
H 0.4540 -4.2159 2.4288 -0.3383 0.1709 -0.3423 0.127
H -0.4171 -2.3296 3.3066 -0.2207 0.0466 -0.3627 0.112
H -2.4593 -1.2336 1.9190 0.2607 -0.0635 -0.2537 0.121
H -1.9278 -3.0776 2.7767 0.5038 0.2916 0.0546 0.124
H -3.2027 -2.4904 -0.8713 0.0301 -0.1949 0.1378 0.123
H -2.0551 -0.6355 -0.3009 0.2781 -0.0423 -0.0406 0.087
P 0.8217 -0.5608 -2.5315 -0.7731 -0.3419 1.9597 0.973
C 2.5100 -1.2797 -2.6478 0.6870 1.1873 -0.2902 -0.265
C 0.0472 -1.5142 -3.8830 -0.0810 0.4359 -0.3661 -0.242
P -1.8010 1.3702 3.2061 0.8932 -1.5493 -0.5447 0.917
C -0.8255 0.0693 2.0653 -0.1591 0.4078 -0.0680 -0.293
C -3.5323 0.7459 3.1080 0.0027 0.4343 0.2748 -0.294
C -1.2506 0.7207 4.8355 -0.2431 0.1983 -0.0720 -0.301
H 3.1876 -0.7531 -1.9739 -0.0012 -0.2241 -0.2557 0.031
H 2.8740 -1.1909 -3.6781 0.0797 -0.1844 0.2046 0.062
H 2.4790 -2.3345 -2.3424 -0.3278 0.2127 -0.2273 0.056
H -0.6957 -2.1961 -3.4581 0.1346 0.1014 -0.1695 0.034
H 0.8350 -2.0640 -4.4244 -0.4521 0.1725 0.2168 0.068
H -0.4442 -0.8297 -4.5797 -0.0397 -0.3171 -0.0503 0.037
H -1.6117 -0.3024 4.9847 0.1313 0.1658 0.1555 0.042
H -1.6470 1.3898 5.6106 0.1298 -0.3091 -0.0447 0.048
H -0.1560 0.7525 4.8721 -0.2033 -0.0070 0.0872 0.036
H 0.1717 -0.0335 2.5177 -0.4973 0.2009 -0.0885 0.045
H -0.7024 0.6934 1.1619 0.2533 -0.2279 0.0148 0.023
H -4.1716 1.6174 3.3182 0.0001 -0.4283 -0.0641 0.043
H -3.7140 -0.0219 3.8691 -0.0965 0.0444 -0.3014 0.048
H -3.7755 0.3786 2.1043 -0.0394 0.0614 0.1920 0.029
F 2.6276 0.8691 -0.7552 -0.2668 0.1808 0.2909 -0.014
C 2.7407 0.4192 0.5315 -0.0523 0.0604 0.2212 -0.231
C 1.9865 -0.6753 0.9659 0.7798 0.0424 0.0673 -0.116
C 2.3405 -1.0636 2.2672 0.4391 -0.5319 0.2249 -0.228
F 1.9254 -2.2600 2.7801 -0.1716 0.9353 -0.3378 0.069
C 3.2152 -0.3646 3.1021 0.1422 -0.2154 0.5223 -0.114
F 3.4269 -0.7805 4.3676 -0.0994 0.2798 -1.0937 0.133
C 3.9168 0.7349 2.6049 0.3680 0.1998 0.4692 -0.101
F 4.8412 1.3702 3.3453 -0.9648 -0.5821 -0.6460 0.151
C 3.6723 1.1206 1.2954 0.3875 0.3410 -0.3481 -0.129
F 4.3766 2.1435 0.7514 -0.6307 -0.7080 0.3488 0.110
```
Positions in Å, forces in eV/Å.

Record 2
Below is 9 unconnected molecules or ions with the total composition C29H41F8N5O26P at a distorted geometry, with properties calculated with wB97M-V/def2-TZVPD.

Computed properties:
HOMO energy (eV): -12.265
Multiplicity: 1
Total charge: +1
E (a.u.): -4499.76411
Gap between HOMO and LUMO (hartree): 0.30325

Geometry as XYZ:
```
110
Properties=species:S:1:pos:R:3:forces:R:3:lowdin_charge:R:1
C -6.9847 3.2430 -3.4644 0.8097 1.0428 -0.0013 -0.022
N -7.1464 2.2014 -2.3626 3.0646 0.0507 -0.6851 -0.136
N -7.4785 0.9941 -2.9869 -0.4122 -0.7058 -0.1777 0.040
C -5.8537 2.1596 -1.7102 -0.3042 -0.1563 0.0130 -0.316
N -4.9334 1.0886 -1.7507 -2.5675 1.2616 0.3885 0.047
C -4.9208 0.2751 -0.4943 1.9024 -0.8422 1.1468 -0.103
C -3.4690 -0.3824 -0.4065 -0.4723 -0.7243 -0.8547 -0.349
O -3.3556 -1.0466 0.8554 0.3491 1.0119 -0.3304 -0.043
C -3.2443 -1.4691 -1.5506 0.4387 0.9331 0.0578 -0.176
N -2.7725 -0.8135 -2.8182 -1.1297 0.1091 0.1414 -0.005
N -5.5059 3.2489 -1.0289 0.4145 -0.9587 -0.9046 0.011
P -3.9735 3.4807 -0.1778 0.0043 1.6386 4.0740 0.782
O -4.3196 3.7535 1.2792 0.6012 -0.7043 -2.9319 -0.403
H -5.8924 3.2496 -3.7643 -1.2073 0.0149 -0.0655 0.103
H -7.5994 3.0033 -4.3610 0.2187 0.0951 1.0673 0.108
H -7.1895 4.2712 -3.0679 -0.1580 -1.0125 -0.4645 0.096
H -6.7961 0.6968 -3.6865 -0.2646 -0.0210 0.1837 0.097
H -7.7124 0.2586 -2.3244 0.0709 0.2957 -0.1284 0.109
H -5.0755 0.4804 -2.5579 -0.1580 0.2235 0.2593 0.111
H -5.6693 -0.5602 -0.4750 0.4058 0.8921 -0.2055 0.139
H -5.0814 0.9199 0.4181 0.1203 -0.5058 -1.0447 0.132
H -2.6573 0.4073 -0.5352 -1.2768 -1.1249 0.1865 0.107
H -2.6706 -0.5455 1.3344 -0.2794 -0.2475 -0.0054 0.092
H -4.1738 -2.0591 -1.7739 0.9017 0.3072 0.5343 0.129
H -2.4052 -2.1273 -1.2143 -1.0248 0.3113 -0.0992 0.103
H -2.7113 0.1992 -2.6998 0.2301 -0.3507 0.0219 0.049
H -3.4788 -0.9479 -3.5468 0.5147 -0.0992 0.0866 0.058
H -6.1791 4.0214 -0.9850 0.2151 -0.4677 0.2603 0.147
H -3.3735 4.6355 -0.7929 -0.5043 -0.8084 -0.1908 0.042
H -3.0809 2.3847 -0.3618 -0.8086 0.3687 -0.4989 0.022
C -1.6463 -3.7476 1.4203 -0.4067 0.7470 0.4012 -0.065
C -2.0505 -5.0837 0.8748 -0.2545 -0.0707 -0.5916 -0.304
O -0.8046 -5.7290 0.6737 -0.0458 0.1966 0.6334 0.149
C 0.0405 -5.2022 1.5987 0.6956 -0.2074 0.0807 -0.542
O 1.0899 -5.6750 1.8981 -0.0655 0.1874 -0.1052 0.169
O -0.4578 -4.0606 2.1406 0.0811 -0.4363 -0.2061 0.074
F -2.6740 -4.9576 -0.3228 -0.0147 -0.0948 0.0214 0.078
H -1.4126 -3.0240 0.6363 -0.0794 -0.2044 -0.1073 0.127
H -2.4024 -3.3199 2.0773 0.1618 -0.0576 0.0844 0.134
H -2.6696 -5.6784 1.5509 -0.0636 -0.0017 -0.1700 0.181
C 0.7503 3.8119 0.2651 0.1998 0.9183 0.0117 -0.030
C 1.4057 2.6211 -0.3584 0.9931 0.0260 -0.0681 -0.300
O 0.7202 1.5305 0.2395 -1.0496 0.2288 -0.0029 0.168
C -0.5201 1.9890 0.5224 0.3640 -0.0614 0.3314 -0.517
O -1.4513 1.2805 0.7843 0.1503 0.3141 0.1628 0.101
O -0.5871 3.3424 0.4690 -0.2711 -0.9073 -0.1190 0.066
F 2.7116 2.5509 -0.0162 -0.0757 -0.1158 -0.0435 0.103
H 1.1904 4.0806 1.2262 0.0394 -0.1922 -0.0716 0.133
H 0.7680 4.6860 -0.3847 -0.2329 -0.1045 0.0024 0.152
H 1.3079 2.5659 -1.4440 0.0625 0.0104 0.1572 0.143
C 4.2363 -4.1983 1.0919 0.0398 -0.9011 -0.1782 -0.051
C 3.5310 -3.2026 1.9596 0.1282 0.0247 0.5849 -0.313
O 4.0135 -1.9598 1.4798 -0.2326 -0.2866 -0.5130 0.145
C 4.3060 -2.1602 0.1656 0.2817 0.2380 -0.5055 -0.526
O 4.4778 -1.2846 -0.6232 -0.0518 -0.2114 0.2097 0.163
O 4.3659 -3.4829 -0.1371 -0.1152 0.6207 0.2402 0.086
F 3.8946 -3.3388 3.2593 -0.1310 0.0924 0.0808 0.076
H 5.2283 -4.4562 1.4708 -0.0803 0.1733 0.1399 0.151
H 3.6627 -5.1145 0.9564 -0.0157 0.1414 -0.1782 0.138
H 2.4416 -3.2278 1.8774 0.0485 -0.0161 0.2067 0.162
C -5.7150 -1.0628 4.2371 0.4200 0.2881 0.6839 -0.057
C -7.0574 -1.1363 3.5731 -0.1997 0.4249 -0.3333 -0.315
O -6.8258 -2.0152 2.4875 0.0705 -0.1167 0.5189 0.128
C -5.8233 -2.8454 2.8896 0.5552 -0.8085 -0.3700 -0.551
O -5.5460 -3.8679 2.3514 0.0141 0.3498 0.0555 0.173
O -5.1824 -2.3613 3.9853 -0.4033 0.0045 -0.3616 0.075
F -7.4310 0.0731 3.0817 -0.1142 -0.0417 -0.0482 0.070
H -5.0651 -0.3094 3.7847 -0.2018 0.0212 -0.1226 0.143
H -5.7872 -0.8680 5.3065 0.0877 -0.2203 -0.0432 0.146
H -7.8526 -1.5375 4.2063 -0.0681 0.1490 -0.1036 0.179
C 3.5097 -5.0012 6.1537 -0.0725 0.8405 -0.1365 -0.074
C 3.0721 -6.3733 5.7379 0.3876 -0.3777 -0.3972 -0.321
O 3.5676 -7.1926 6.7793 -0.4232 0.4798 0.0252 0.139
C 3.5896 -6.4068 7.8929 0.2426 -0.2036 1.0441 -0.543
O 3.6924 -6.8195 9.0006 0.0153 0.1270 -0.3539 0.184
O 3.4715 -5.0887 7.5752 -0.0593 -0.4512 -0.1538 0.075
F 3.6604 -6.7448 4.5733 -0.1127 -0.0812 -0.0463 0.072
H 4.5276 -4.7703 5.8306 -0.0488 -0.2128 -0.1065 0.146
H 2.8409 -4.2217 5.7905 0.0062 -0.0088 0.2155 0.136
H 1.9889 -6.4965 5.6579 0.0765 -0.0852 -0.1558 0.175
C 3.5454 0.2914 -4.1835 0.0600 -0.5428 -0.5226 -0.043
C 4.2358 0.8290 -2.9684 0.5017 -0.2402 0.1492 -0.307
O 3.8095 2.1848 -2.9409 -0.7719 -0.0640 -0.0664 0.138
C 2.5831 2.2014 -3.5225 -0.2479 0.3678 -0.4531 -0.553
O 1.8080 3.1152 -3.4350 0.3103 -0.4053 0.0000 0.126
O 2.3358 1.0605 -4.2063 0.0057 0.6306 0.5694 0.086
F 5.5825 0.7979 -3.1142 -0.0026 0.1015 0.0904 0.088
H 4.1117 0.4715 -5.1041 -0.2221 0.0394 0.5043 0.107
H 3.3332 -0.7742 -4.1062 -0.2147 0.1366 0.0046 0.152
H 3.9564 0.3377 -2.0322 0.2631 0.1290 -0.0597 0.142
C 7.5789 2.2456 -6.8391 -0.0082 0.8634 0.0104 -0.055
C 8.2299 1.0519 -7.4699 0.6632 -0.2080 0.2130 -0.315
O 7.5321 -0.0335 -6.8853 -0.4617 0.4047 -0.2888 0.152
C 6.2893 0.4341 -6.6017 -0.4534 -0.3701 0.2515 -0.526
O 5.3529 -0.2589 -6.3510 0.5456 0.0907 -0.3578 0.154
O 6.2414 1.7901 -6.6448 0.0820 -0.5050 -0.0738 0.079
F 9.5363 0.9662 -7.1258 -0.0155 -0.0724 -0.1222 0.084
H 8.0199 2.5016 -5.8729 0.1154 -0.1978 -0.0719 0.150
H 7.6055 3.1250 -7.4815 -0.2402 -0.0821 0.0245 0.144
H 8.1326 1.0068 -8.5576 0.1483 -0.0659 0.0465 0.178
C 3.9430 7.1749 2.5848 0.6662 0.4941 0.1482 -0.056
C 2.6708 6.9913 1.8132 0.0574 -0.2502 -0.5320 -0.314
O 2.0914 5.8519 2.4228 0.1185 0.5832 0.1587 0.102
C 2.5284 5.8618 3.7169 -0.0309 -0.5360 1.1247 -0.539
O 2.0435 5.2193 4.5877 0.1022 0.0965 -0.3613 0.190
O 3.5809 6.7041 3.8806 -0.4563 -0.1811 -0.3524 0.086
F 2.9218 6.7060 0.5096 -0.1929 0.0121 -0.0579 0.072
H 4.7620 6.5669 2.1926 -0.1853 -0.0426 -0.1523 0.151
H 4.2638 8.2154 2.6203 -0.0653 -0.0778 0.2158 0.146
H 1.9779 7.8341 1.8782 0.0032 -0.0618 -0.1712 0.177
```
Positions in Å, forces in eV/Å.